Entry 1:
C34H40Cl2IrN5O4Te | the ωB97M-V functional and the def2-TZVPD basis

```
87
Properties=species:S:1:pos:R:3:forces:R:3
C 2.650188 -5.440633 0.325688 -0.038 0.037 0.010
H -1.537541 7.590398 -0.133061 0.016 0.013 -0.002
C 3.573790 -6.617316 0.419293 0.050 -0.023 0.003
H 2.137405 -2.506657 3.159961 0.020 -0.012 -0.006
H 0.022597 -3.819509 -2.702468 -0.006 0.015 0.001
H 3.608295 -0.782300 -1.826905 0.015 -0.027 0.006
C -0.123799 5.140778 0.569443 -0.105 -0.092 -0.258
H -0.535764 7.629112 -1.596126 0.003 -0.004 0.009
H -2.597774 -1.253436 -1.822107 -0.005 0.035 -0.092
H 3.498557 1.858501 -1.567740 0.023 0.078 0.000
C 1.927863 -3.272066 1.164130 0.141 -0.045 -0.356
C -0.712810 -2.469348 3.009231 -0.054 -0.087 -0.114
C -2.306810 -0.574262 -2.620793 -0.137 -0.015 -0.014
H 0.016281 6.605146 1.954818 0.035 -0.005 0.006
C -4.466879 1.279905 1.379876 -0.015 -0.060 -0.032
H -2.714599 0.404663 -2.364751 -0.009 -0.012 0.029
H -4.750276 0.550563 2.138707 0.000 0.023 0.012
H -2.581940 -1.188657 6.141028 -0.011 0.005 0.008
C -0.827840 -0.465601 -2.859497 0.034 -0.046 -0.044
C 2.763866 -4.378718 1.216156 -0.029 -0.030 -0.032
N -0.402273 5.854651 -0.524569 -0.017 0.099 0.152
C 3.307289 2.448211 -0.677426 -0.034 -0.201 -0.060
N -2.204719 1.924691 1.009306 0.153 -0.220 -0.076
H 1.544838 -6.206992 -1.334418 -0.002 -0.017 0.012
H 3.542877 -4.405412 1.970151 -0.014 0.010 0.040
N 0.184961 5.634010 1.747940 -0.019 0.083 0.079
C -2.822064 3.005486 1.613438 -0.065 0.369 0.363
H -5.199195 1.204563 0.576609 0.003 -0.013 0.007
H -2.427983 -3.616743 5.690665 0.003 -0.012 0.023
H 1.524288 -1.318442 2.022967 0.122 -0.017 -0.069
H -0.120973 5.153520 -2.508864 0.000 -0.050 -0.017
H -1.258979 -3.996937 -1.500771 -0.020 -0.060 0.005
Cl 2.687429 4.013361 -1.129067 0.051 0.009 0.019
H 2.898545 -0.125599 -3.812368 0.038 0.015 0.008
C 0.888625 0.278544 -4.409248 0.020 0.034 0.008
C -0.439613 0.128113 -4.055422 -0.030 -0.015 0.013
H -1.542406 0.414996 4.574862 0.004 0.012 -0.004
C 1.272052 0.922810 -5.708040 -0.010 -0.011 -0.036
H -0.435481 -5.412154 -2.106373 -0.026 0.007 -0.050
O -0.530771 2.437187 -1.335824 -0.190 0.727 -0.364
H 2.348568 1.058399 -5.784869 0.017 0.006 -0.006
H -0.138733 -2.885526 2.191330 -0.202 0.114 0.172
C -0.577742 7.298027 -0.561672 -0.014 0.040 0.002
C -3.115150 0.892498 0.828763 -0.035 0.070 -0.244
H 3.213240 -1.772153 1.980555 0.022 -0.056 -0.003
C 0.936820 -3.257066 0.172834 0.002 0.218 -0.223
H 4.183543 2.568747 -0.050305 0.005 0.014 -0.071
C -0.744178 4.969982 -1.632607 -0.014 -0.058 -0.145
C -0.821688 -1.099531 3.238639 -0.124 0.817 1.118
O -2.878063 -0.160712 0.274897 -0.036 -0.008 -0.003
C -4.271613 2.689730 1.905684 0.005 0.014 -0.009
H 0.237426 7.783935 -0.026745 -0.007 0.020 -0.005
H 2.871012 -2.368387 -1.678161 -0.021 -0.041 -0.004
H -4.426569 2.790324 2.979970 0.002 -0.009 -0.019
H -1.183854 -4.426138 3.716625 -0.009 -0.037 -0.013
H 2.588764 -1.153463 -0.447733 -0.068 -0.032 0.154
H 3.291482 -7.402155 -0.278354 -0.002 -0.014 -0.009
C 1.655006 -5.383342 -0.638608 -0.116 -0.045 -0.019
N -0.296639 -0.223995 1.005022 0.815 0.287 0.429
H -1.213188 0.475123 -4.730084 -0.026 0.006 -0.024
O -0.103850 1.180284 2.598451 -0.163 0.148 0.727
H -4.899493 3.438075 1.422628 0.008 -0.025 0.003
C 0.767125 -4.315563 -0.735597 0.356 -0.113 0.319
H -1.797487 5.060496 -1.911610 0.015 -0.003 -0.022
C -0.281948 -4.376432 -1.812804 -0.034 0.105 -0.113
C 0.172311 -0.914004 -1.982683 0.151 0.085 0.176
C -2.064180 -1.547618 5.262677 0.001 -0.022 0.021
C 1.537845 -0.803079 -2.320092 -0.025 0.133 -0.088
C -0.365018 -0.042984 2.334065 -0.064 -1.409 -1.937
C -1.973827 -2.908537 5.011722 0.015 -0.014 -0.010
H 0.204685 4.995990 2.528778 -0.045 -0.025 -0.004
Cl 2.201558 1.408109 0.321516 -0.040 0.152 0.311
H -2.795042 -0.906851 -3.535967 -0.012 0.001 -0.008
H 4.600530 -6.321457 0.199990 0.008 0.008 0.000
C -0.475923 3.649519 -0.984365 0.226 -0.494 0.267
C -1.286461 -3.365175 3.894429 -0.036 0.051 0.033
C 2.201283 -2.155326 2.129759 0.230 0.139 0.028
H 3.564018 -7.032895 1.426860 0.005 -0.014 0.005
C 2.703335 -1.302819 -1.513823 0.009 -0.150 0.067
C -1.480741 -0.649135 4.387743 0.003 0.008 -0.022
N -0.123853 3.817984 0.288101 -0.155 0.353 -0.231
Te -0.555466 -1.784294 -0.199638 -0.445 -0.228 -0.064
C 1.854624 -0.200190 -3.531577 -0.078 -0.037 0.054
H 0.948845 0.309665 -6.550085 -0.001 -0.013 -0.006
H 0.790903 1.894944 -5.816343 -0.004 0.012 -0.002
Ir -0.217474 1.784455 0.644411 -0.140 -0.315 0.296
O -2.293997 4.064107 1.889844 0.126 -0.136 -0.068
```
Forces are in eV/Å.

strongest force on any atom = 2.40 eV Å⁻¹
energy = -86713.0376 eV
2S+1 = 1
energy relative to the best compared isomer or geometry (same formula, charge and spin) = 0.0 kcal/mol
HOMO level = -13.61 eV
net charge = +2



Entry 2:
C34H40N2O20 | the ωB97M-V functional and the def2-TZVPD basis

```
96
Properties=species:S:1:pos:R:3:forces:R:3
C -1.029696 0.166827 2.323148 -0.611 -0.565 1.075
O -6.720203 -3.632958 0.432177 -0.151 0.019 -0.343
H 0.577085 -5.831650 -0.673102 -0.166 0.019 -0.005
C 2.255734 6.620139 3.177930 -0.851 0.690 0.669
O -3.457850 -3.986170 4.762757 0.088 0.180 0.450
O 2.286297 3.674453 1.162516 -0.005 -0.331 -0.063
O -2.354072 3.073164 -3.064785 -0.134 -0.113 -0.026
C -2.707461 4.460816 -1.140250 0.424 -0.388 1.026
O -2.629267 -4.712619 2.360202 0.562 -0.274 0.319
H -1.471989 -5.467732 0.124982 0.097 0.003 -0.047
O 3.906635 4.426270 -5.620434 0.081 0.192 -0.336
H -2.312699 -8.839345 -0.807493 -0.003 0.107 0.118
C 1.085008 4.675882 -3.481474 -0.624 0.153 -0.072
H -1.750462 0.599224 3.006510 0.111 0.306 -0.157
O -2.144917 -1.884113 2.620599 0.224 -0.140 0.063
C -3.000336 1.997103 -1.094069 0.321 -0.518 0.203
C 0.447674 -6.909663 -0.768250 0.154 0.107 0.408
H 4.634397 -3.986283 -0.085238 0.020 0.062 -0.025
H -1.247010 -8.681661 -2.184901 0.139 -0.171 0.061
H 4.723158 0.968638 -3.638049 0.137 0.019 0.127
H 3.657633 0.050511 -1.540555 0.114 0.463 0.284
H 5.513429 -1.901232 -0.256393 -0.112 0.010 0.272
H 5.179285 0.554762 -0.679922 -0.075 0.164 -0.102
C 3.646634 -3.647500 -0.415130 -0.202 0.041 -0.116
C -5.493400 -3.266258 3.903365 -1.208 0.314 -0.106
H -7.581089 -3.307664 0.740770 0.039 0.115 0.291
C -2.673512 3.096417 -1.771009 -0.255 0.321 -0.596
H 0.101993 4.681952 1.442101 0.072 0.052 -0.274
H 2.969471 -3.625029 0.450494 0.124 -0.061 0.044
O -3.609072 1.077346 0.973704 -0.347 -0.137 0.573
C 3.789373 3.723600 -3.368379 0.170 -0.880 0.161
C 0.001590 0.819636 1.794224 0.138 0.238 -0.332
C 4.671882 -0.234908 -1.236981 -1.008 -0.532 -0.372
H 3.669587 4.768627 2.173538 -0.061 -0.129 0.079
H 4.086031 -1.240943 0.615842 0.062 0.220 0.003
C -2.878664 4.494169 0.306630 -0.380 0.499 0.188
C -4.259536 -3.730052 3.739042 0.383 -1.117 0.270
H 3.316727 6.626985 3.401400 0.131 -0.309 -0.291
C 0.878741 -1.341169 0.788191 -0.306 -0.257 0.273
C 0.924061 0.108861 0.839759 0.265 -0.485 0.097
H 1.656045 -1.913458 0.302109 -0.007 0.308 -0.404
H -2.945064 5.457764 0.798587 0.175 0.032 -0.136
O -3.601892 3.449471 2.264214 0.244 0.169 0.277
H -2.715260 -4.528995 4.453384 0.161 0.220 -0.318
H -0.631729 -9.370461 -0.654694 0.165 0.130 0.044
N -0.944177 -7.281124 -0.674777 0.333 -0.021 0.206
O 1.683500 0.756157 0.157049 0.361 0.603 -0.120
O -3.079976 -6.616708 -0.312554 -0.396 -0.060 0.230
H -0.202821 5.811254 2.768245 -0.041 -0.096 -0.055
H 1.966038 7.595392 2.774815 0.220 -0.042 -0.165
C 4.849877 -0.117430 -3.608846 -0.053 -0.438 -0.149
O -7.529808 -2.747367 2.803409 -0.297 -0.187 -0.017
H -4.314253 -4.464262 0.302469 0.262 -0.027 0.105
H 2.786243 3.027662 -0.483442 0.072 -0.168 -0.067
H -1.113074 -3.623254 1.618519 -0.204 0.087 0.301
C -5.864685 -3.659318 1.441815 -0.290 -0.063 -0.112
C 3.291016 4.319348 -4.578123 0.173 -0.109 0.540
O 1.501994 5.469874 -5.652254 0.070 0.028 0.255
C 0.408243 5.622273 1.880857 0.190 0.413 0.753
C 4.510068 -1.459552 -0.371284 0.622 -0.452 -0.217
H 1.710910 6.545593 4.128062 0.189 -0.055 0.003
O -2.560047 5.452151 -1.816307 -0.016 0.153 -0.589
H 3.879403 -0.581642 -3.830330 0.003 0.058 0.089
H -3.842630 2.563076 2.576321 0.086 -0.223 -0.251
H 4.786889 3.305302 -3.300749 0.108 0.340 -0.310
O 5.381734 -0.607090 -2.401609 0.465 0.200 0.219
H 3.256506 -4.358039 -1.143499 -0.012 -0.030 0.053
C 2.980598 3.484095 -2.316861 -0.161 0.995 0.051
H 1.020816 -7.374267 0.040503 0.132 -0.095 -0.174
C -0.157467 -1.983568 1.340954 0.020 -0.613 0.203
C 2.621652 4.611920 1.871878 0.266 0.401 -0.050
O 0.250832 2.102737 2.016266 -0.158 0.010 -0.296
C -3.314719 2.054334 0.325460 0.630 0.133 -0.654
H 2.275428 5.457732 -6.248259 0.035 -0.110 -0.012
N 1.805396 5.571541 2.305226 0.062 -0.386 -0.290
C -1.287173 -8.617699 -1.091565 -0.522 -0.034 -0.506
C 1.892563 4.866987 -4.529132 -0.157 -0.103 -0.410
H 0.853371 -7.213433 -1.733317 0.035 -0.047 -0.001
O 3.697038 -2.393554 -1.055837 -0.063 0.003 0.045
H 0.949447 2.433989 1.402549 0.050 -0.051 0.179
C -4.611332 -4.086987 1.272979 0.076 -0.316 -0.377
C -1.201042 -1.272357 2.163299 -0.027 0.687 -0.734
C -3.737880 -4.219663 2.408734 -0.631 0.502 -0.458
C -6.403542 -3.197103 2.765620 0.820 0.504 0.154
O 0.830597 3.669027 -1.350703 -0.153 0.116 0.043
H 5.554331 -0.434305 -4.377089 -0.059 0.186 -0.106
H 0.056559 5.002265 -3.546743 -0.051 0.073 0.215
H -2.935492 1.017950 -1.550458 -0.183 0.022 -0.027
C 1.522612 3.949359 -2.305278 0.525 -0.289 -0.362
C -3.207227 3.397196 0.996704 -0.646 -0.135 -0.142
O 3.449641 2.963071 -1.210855 -0.202 -0.220 0.275
H 0.287710 6.483282 1.221527 -0.159 -0.221 -0.270
C -1.886271 -6.412587 -0.253968 0.001 0.093 -0.371
O -0.277337 -3.308920 1.231912 0.072 0.024 -0.115
H -5.938434 -3.015924 4.857003 0.303 0.041 0.104
H -2.414920 3.979827 -3.405402 0.206 0.175 0.129
```
Forces are in eV/Å.

strongest force on any atom = 1.36 eV Å⁻¹
energy = -79834.0493 eV
2S+1 = 1
energy relative to the best compared isomer or geometry (same formula, charge and spin) = 0.0 kcal/mol
SMILES = O=C1C=C(O)C(=O)C=C1O.O=C1C=C(O)C(=O)C=C1O.O=C1C=C(O)C(=O)C=C1O.O=C1C=C(O)C(=O)C=C1O.CN(C)C=O.CN(C)C=O.COCCOC
HOMO level = -9.23 eV



Question: What is the energy relative to the best compared isomer or geometry (same formula, charge and spin) in the first record?
Answer: 0.0 kcal/mol



Question: 2S+1 of number 2 (C34H40N2O20)?
Answer: 1